Record 1
C33H14BrF4N14STi | ωB97M-V with the def2-TZVPD basis set

E_tot: -170163.383 eV
spin multiplicity: 1
charge: +1
E_HOMO: -11.0 eV
Kohn-Sham gap: 5.092 eV

Cartesian coordinates (Å):
Ti: -1.43 0.91 -0.81
N: -4.09 1.31 2.67
C: -3.11 1.85 1.93
S: -1.54 1.97 2.53
N: -3.52 2.30 0.73
N: -2.53 2.56 -0.12
C: -2.58 3.57 -0.92
C: -1.54 3.64 -1.93
C: -1.44 4.68 -2.84
C: -0.38 4.68 -3.73
C: 0.55 3.65 -3.69
C: 0.37 2.63 -2.78
N: -0.66 2.61 -1.92
H: -3.91 1.09 3.63
H: -5.04 1.31 2.33
H: -3.36 4.32 -0.83
H: -2.18 5.47 -2.83
H: -0.27 5.48 -4.45
H: 1.39 3.62 -4.36
H: 1.05 1.79 -2.72
N: -2.02 -0.46 0.43
C: -1.78 -1.27 1.25
C: -1.51 -2.22 2.17
C: -0.91 -3.40 1.65
N: -0.38 -4.31 1.17
C: -1.84 -2.01 3.54
N: -2.10 -1.82 4.64
F: 1.96 -5.04 -3.75
C: 0.87 -5.11 -3.00
C: 0.44 -6.31 -2.58
F: 1.11 -7.39 -2.95
C: -0.72 -6.47 -1.72
C: -1.41 -5.24 -1.40
C: -0.96 -4.04 -1.82
F: -1.63 -2.95 -1.46
C: 0.23 -3.88 -2.60
C: 0.74 -2.65 -2.92
C: 0.21 -1.44 -2.37
N: -0.16 -0.42 -1.99
C: 1.90 -2.41 -3.72
N: 2.84 -2.11 -4.33
F: -2.50 -5.28 -0.66
C: -1.12 -7.68 -1.23
C: -2.23 -7.85 -0.35
N: -3.09 -8.04 0.39
C: -0.46 -8.91 -1.54
N: 0.00 -9.94 -1.75
Br: -3.02 0.45 -2.54
N: 4.98 6.60 5.34
C: 4.45 5.80 4.71
C: 3.79 4.80 3.91
C: 4.55 3.84 3.24
C: 3.91 2.89 2.47
C: 2.53 2.90 2.37
C: 1.76 3.85 3.04
C: 2.40 4.81 3.81
N: 1.87 1.92 1.57
C: 2.05 0.55 1.64
C: 1.17 0.01 0.76
N: 0.46 1.03 0.16
C: 0.91 2.16 0.68
H: 5.62 3.85 3.33
H: 4.49 2.15 1.93
H: 0.68 3.81 2.98
H: 1.82 5.55 4.34
H: 2.76 0.10 2.31
H: 1.01 -1.02 0.53
H: 0.55 3.15 0.45

List of Löwdin charges in e, atom by atom: atom 1 (Ti): 0.69, atom 2 (N): 0.11, atom 3 (C): -0.92, atom 4 (S): 0.66, atom 5 (N): 0.01, atom 6 (N): -0.21, atom 7 (C): -0.05, atom 8 (C): -0.26, atom 9 (C): 0.02, atom 10 (C): -0.01, atom 11 (C): -0.01, atom 12 (C): -0.10, atom 13 (N): -0.04, atom 14 (H): 0.10, atom 15 (H): 0.11, atom 16 (H): 0.15, atom 17 (H): 0.13, atom 18 (H): 0.13, atom 19 (H): 0.12, atom 20 (H): 0.12, atom 21 (N): 0.04, atom 22 (C): -0.14, atom 23 (C): -0.22, atom 24 (C): -0.17, atom 25 (N): 0.19, atom 26 (C): -0.20, atom 27 (N): 0.18, atom 28 (F): 0.15, atom 29 (C): -0.13, atom 30 (C): -0.12, atom 31 (F): 0.17, atom 32 (C): 0.00, atom 33 (C): -0.16, atom 34 (C): -0.16, atom 35 (F): 0.11, atom 36 (C): 0.01, atom 37 (C): -0.10, atom 38 (C): -0.06, atom 39 (N): 0.11, atom 40 (C): -0.17, atom 41 (N): 0.21, atom 42 (F): 0.16, atom 43 (C): -0.09, atom 44 (C): -0.14, atom 45 (N): 0.24, atom 46 (C): -0.14, atom 47 (N): 0.24, atom 48 (Br): 0.31, atom 49 (N): 0.18, atom 50 (C): -0.17, atom 51 (C): -0.21, atom 52 (C): 0.00, atom 53 (C): 0.01, atom 54 (C): -0.18, atom 55 (C): 0.01, atom 56 (C): 0.00, atom 57 (N): 0.01, atom 58 (C): 0.01, atom 59 (C): -0.10, atom 60 (N): -0.09, atom 61 (C): -0.19, atom 62 (H): 0.13, atom 63 (H): 0.13, atom 64 (H): 0.08, atom 65 (H): 0.13, atom 66 (H): 0.14, atom 67 (H): 0.11, atom 68 (H): 0.14

***

Record 2
C33H20AsN4ORuS5Se | ωB97M-V with the def2-TZVPD basis set

E_tot: -225497.827 eV
spin multiplicity: 2
⟨S²⟩: 0.7657
E_HOMO (spin up / spin down): -6.4 / -6.2 eV
Kohn-Sham gap (spin up / spin down): 4.858 / 4.753 eV

Cartesian coordinates (Å):
Ru: 0.43 -0.75 -1.20
S: 0.85 -2.99 -0.81
C: -0.02 -3.45 0.64
C: 0.17 -4.76 1.11
C: -0.51 -5.21 2.23
C: -1.40 -4.38 2.89
C: -1.59 -3.08 2.44
C: -0.90 -2.61 1.33
As: -1.16 -0.82 0.62
C: -3.02 -0.50 1.09
C: -3.38 -0.12 2.38
C: -4.72 -0.04 2.72
C: -5.70 -0.32 1.77
C: -5.34 -0.69 0.48
C: -4.00 -0.78 0.14
C: -0.11 0.33 1.81
C: 1.21 -0.05 2.03
C: 2.12 0.84 2.57
C: 1.72 2.14 2.88
C: 0.41 2.52 2.69
C: -0.51 1.62 2.15
H: 0.85 -5.41 0.58
H: -0.35 -6.22 2.58
H: -1.95 -4.74 3.76
H: -2.29 -2.43 2.95
H: -2.62 0.10 3.11
H: -5.01 0.25 3.72
H: -6.75 -0.25 2.04
H: -6.10 -0.91 -0.26
H: -3.71 -1.09 -0.86
H: 1.52 -1.06 1.78
H: 3.15 0.54 2.74
H: 2.44 2.85 3.26
H: 0.09 3.52 2.94
H: -1.54 1.93 1.99
O: -1.81 -2.13 -7.98
C: -1.46 -1.86 -6.86
S: 0.13 -1.17 -6.46
C: -0.10 -1.11 -4.72
C: -1.31 -1.52 -4.25
S: -1.78 -1.49 -2.61
S: -2.47 -2.10 -5.42
S: 1.18 -0.58 -3.74
Se: 4.65 5.45 0.11
N: 5.06 3.74 -0.17
C: 3.96 3.11 -0.47
C: 3.89 1.69 -0.74
C: 5.01 0.87 -0.81
C: 4.85 -0.47 -1.09
C: 3.56 -0.98 -1.23
N: 2.48 -0.22 -1.13
C: 2.62 1.12 -0.93
C: 1.44 1.92 -0.98
N: 0.25 1.30 -1.22
C: -0.86 2.01 -1.28
C: -0.88 3.39 -1.14
C: 0.30 4.05 -0.90
C: 1.48 3.32 -0.80
C: 2.76 3.92 -0.50
N: 2.92 5.18 -0.21
H: 5.99 1.30 -0.68
H: 5.70 -1.13 -1.19
H: 3.40 -2.03 -1.44
H: -1.77 1.45 -1.46
H: -1.82 3.92 -1.20
H: 0.34 5.12 -0.81

List of Löwdin charges in e, atom by atom: atom 1 (Ru): 0.56, atom 2 (S): 0.57, atom 3 (C): -0.67, atom 4 (C): -0.13, atom 5 (C): -0.08, atom 6 (C): -0.09, atom 7 (C): -0.10, atom 8 (C): -0.38, atom 9 (As): 1.24, atom 10 (C): -0.35, atom 11 (C): -0.13, atom 12 (C): -0.08, atom 13 (C): -0.08, atom 14 (C): -0.07, atom 15 (C): -0.11, atom 16 (C): -0.36, atom 17 (C): -0.13, atom 18 (C): -0.08, atom 19 (C): -0.09, atom 20 (C): -0.09, atom 21 (C): -0.12, atom 22 (H): 0.10, atom 23 (H): 0.10, atom 24 (H): 0.10, atom 25 (H): 0.09, atom 26 (H): 0.10, atom 27 (H): 0.11, atom 28 (H): 0.11, atom 29 (H): 0.11, atom 30 (H): 0.03, atom 31 (H): 0.10, atom 32 (H): 0.11, atom 33 (H): 0.10, atom 34 (H): 0.11, atom 35 (H): 0.10, atom 36 (O): -0.06, atom 37 (C): -1.02, atom 38 (S): 0.94, atom 39 (C): -1.20, atom 40 (C): -1.19, atom 41 (S): 0.54, atom 42 (S): 0.95, atom 43 (S): 0.58, atom 44 (Se): 1.13, atom 45 (N): -0.22, atom 46 (C): -0.33, atom 47 (C): -0.08, atom 48 (C): 0.02, atom 49 (C): -0.01, atom 50 (C): -0.13, atom 51 (N): -0.07, atom 52 (C): -0.15, atom 53 (C): -0.14, atom 54 (N): -0.07, atom 55 (C): -0.12, atom 56 (C): -0.01, atom 57 (C): 0.02, atom 58 (C): -0.08, atom 59 (C): -0.34, atom 60 (N): -0.22, atom 61 (H): 0.12, atom 62 (H): 0.12, atom 63 (H): 0.09, atom 64 (H): 0.10, atom 65 (H): 0.12, atom 66 (H): 0.12

***

Record-wise relative energy (zero: lowest compared OMol25 entry of this formula, charge and spin) values, in kcal/mol: 35.1; 60.8